ORCA calculation (the ωB97M-V functional and the def2-TZVPD basis) on C21H24N6O3S3V as an isolated structure.

XYZ file:
```
58
Properties=species:S:1:pos:R:3:lowdin_charge:R:1
V 0.810 0.611 -0.820 1.108
C 3.270 -2.122 -1.485 -0.040
C 3.549 -0.683 -1.763 -0.583
N 2.645 0.281 -1.732 -0.035
C 3.192 1.528 -2.016 -0.307
C 4.519 1.489 -2.281 -0.254
S 5.098 -0.113 -2.154 1.228
C 2.245 2.637 -2.066 -0.291
C 2.426 3.921 -2.434 -0.246
S 0.921 4.738 -2.500 1.254
C 0.082 3.343 -2.056 -0.546
N 0.899 2.310 -1.827 -0.033
C -1.397 3.316 -1.938 -0.035
H 2.351 -2.240 -0.912 0.078
H 4.083 -2.573 -0.918 0.102
H 3.181 -2.678 -2.420 0.102
H 5.177 2.299 -2.554 0.110
H 3.345 4.419 -2.700 0.112
H -1.843 3.945 -2.708 0.109
H -1.707 3.698 -0.963 0.107
H -1.775 2.304 -2.043 0.074
N -4.973 -3.241 3.847 0.203
C -4.277 -2.328 3.184 -0.255
C -4.775 -1.781 1.965 0.014
C -4.079 -0.823 1.302 -0.045
C -2.840 -0.362 1.819 -0.348
C -2.329 -0.907 3.025 -0.040
C -3.024 -1.868 3.687 0.013
S -2.071 0.922 1.090 0.756
O -1.056 1.531 1.879 -0.250
O -2.871 1.632 0.154 -0.234
N -0.864 0.226 -0.303 -0.067
C -1.193 -0.767 -1.251 -0.424
N -0.043 -0.938 -1.927 0.035
C -0.010 -1.854 -2.905 -0.024
C -1.163 -2.566 -3.172 0.037
C -2.300 -2.293 -2.410 0.000
N -2.326 -1.382 -1.425 0.209
H -5.879 -3.545 3.526 0.139
H -4.651 -3.610 4.728 0.138
H -5.733 -2.115 1.588 0.132
H -4.479 -0.389 0.396 0.123
H -1.410 -0.521 3.445 0.113
H -2.650 -2.261 4.622 0.132
H 0.912 -1.979 -3.456 0.136
H -1.191 -3.312 -3.954 0.137
H -3.225 -2.825 -2.597 0.144
C 3.526 1.383 1.889 -0.012
C 2.089 0.975 2.040 -0.308
C 1.829 -0.405 2.564 -0.011
O 1.501 1.020 0.599 -0.207
H 3.961 1.438 2.890 0.119
H 3.625 2.368 1.437 0.099
H 4.097 0.645 1.323 0.092
H 1.473 1.738 2.512 0.150
H 2.436 -1.155 2.055 0.098
H 0.775 -0.669 2.508 0.070
H 2.116 -0.413 3.618 0.121
```

- Gap between HOMO and LUMO (spin up / spin down): 4.6 / 4.6 eV
- Highest occupied orbital energy (spin up / spin down): -16.03 / -16.03 eV
- Total charge: +3

ORCA calculation (the ωB97M-V functional and the def2-TZVPD basis) on a single C20H25BrO5 molecule.

XYZ file:
```
51
Properties=species:S:1:pos:R:3:lowdin_charge:R:1
C -3.861 -5.274 -1.002 0.016
C -3.243 -4.493 -0.138 -0.141
C -3.800 -3.199 0.372 -0.159
O -2.870 -2.128 0.190 0.033
C -1.993 -1.915 1.164 -0.426
O -1.949 -2.533 2.202 0.117
C -1.064 -0.797 0.844 -0.155
C -0.144 -0.406 1.730 0.040
C 0.785 0.735 1.465 -0.199
C 2.201 0.277 1.183 -0.180
C 2.514 -1.058 0.965 -0.021
C 3.812 -1.443 0.679 -0.126
C 4.804 -0.481 0.611 -0.688
Br 6.591 -1.000 0.193 0.715
C 4.520 0.854 0.836 -0.122
C 3.219 1.223 1.125 -0.033
C 0.229 1.580 0.299 -0.187
C -0.931 2.478 0.745 -0.145
C -1.182 3.641 -0.216 -0.172
C -2.391 4.484 0.205 -0.279
O -3.622 3.864 -0.071 -0.059
C -0.233 0.618 -0.815 -0.306
O 0.812 -0.193 -1.285 -0.067
C 1.622 0.372 -2.294 -0.248
C 2.548 -0.711 -2.821 -0.047
O -1.263 -0.222 -0.378 0.058
H -3.434 -6.204 -1.332 0.054
H -4.827 -5.019 -1.407 0.058
H -2.273 -4.754 0.263 0.109
H -4.020 -3.291 1.444 0.129
H -4.699 -2.909 -0.175 0.131
H -0.070 -0.934 2.667 0.137
H 0.824 1.369 2.361 0.155
H 1.736 -1.804 1.001 0.121
H 4.049 -2.482 0.507 0.105
H 5.304 1.594 0.787 0.100
H 2.998 2.264 1.311 0.120
H 1.029 2.206 -0.108 0.142
H -0.707 2.889 1.733 0.126
H -1.831 1.865 0.838 0.119
H -0.301 4.284 -0.243 0.118
H -1.363 3.270 -1.226 0.115
H -2.409 5.416 -0.365 0.118
H -2.314 4.733 1.274 0.118
H -3.645 3.004 0.363 0.079
H -0.668 1.185 -1.656 0.163
H 0.987 0.764 -3.103 0.124
H 2.212 1.207 -1.885 0.120
H 3.170 -1.086 -2.014 0.061
H 1.964 -1.534 -3.220 0.081
H 3.182 -0.305 -3.604 0.079
```

- SMILES: C=CCOC(=O)C1=C[C@@H](c2ccc(Br)cc2)[C@H](CCCO)[C@@H](OCC)O1
- Gap between HOMO and LUMO: 9.5 eV
- Highest occupied orbital energy: -8.87 eV

ORCA calculation (the ωB97M-V functional and the def2-TZVPD basis) on C34H51AsF5IrNSbSeSi3 as an isolated structure in a non-equilibrium geometry.

XYZ file:
```
98
Properties=species:S:1:pos:R:3:lowdin_charge:R:1
Ir -0.174 -0.009 0.605 0.591
C 1.626 -0.538 -0.306 -0.431
Si 2.382 1.033 -0.885 0.592
C 1.389 2.352 0.000 -0.253
N -0.079 2.072 -0.108 -0.283
C -0.568 2.343 -1.500 -0.160
C -1.663 3.401 -1.543 -0.180
C -1.207 4.663 -0.811 -0.168
C -0.828 4.338 0.651 -0.147
C -0.833 2.834 0.912 -0.218
C 2.254 1.255 -2.745 -0.265
C 1.793 0.243 -3.588 -0.082
C 1.760 0.414 -4.969 -0.078
C 2.193 1.605 -5.531 -0.087
C 2.649 2.631 -4.709 -0.082
C 2.678 2.453 -3.334 -0.118
C 4.165 1.367 -0.402 -0.227
C 4.493 1.584 0.942 -0.092
C 5.794 1.872 1.327 -0.083
C 6.800 1.939 0.373 -0.090
C 6.501 1.715 -0.963 -0.085
C 5.196 1.428 -1.345 -0.092
H 2.237 -0.994 0.481 -0.042
H 1.491 -1.283 -1.091 -0.042
H 1.640 3.364 -0.346 0.103
H 1.651 2.302 1.058 0.035
H -0.907 1.411 -1.951 0.102
H 0.269 2.698 -2.098 0.102
H -2.587 3.029 -1.099 0.072
H -1.876 3.625 -2.590 0.126
H -1.996 5.414 -0.844 0.108
H -0.347 5.079 -1.343 0.110
H -1.536 4.789 1.349 0.117
H 0.153 4.749 0.893 0.106
H -1.852 2.455 0.919 0.071
H -0.400 2.611 1.885 0.080
H 1.452 -0.697 -3.169 0.082
H 1.402 -0.388 -5.603 0.103
H 2.179 1.735 -6.606 0.102
H 2.989 3.564 -5.141 0.103
H 3.045 3.260 -2.706 0.109
H 3.722 1.520 1.706 0.065
H 6.025 2.047 2.370 0.103
H 7.818 2.156 0.672 0.101
H 7.284 1.767 -1.710 0.101
H 4.977 1.255 -2.393 0.096
C -5.806 -0.593 0.289 -0.231
Si -4.269 0.429 -0.032 0.213
C -4.333 1.911 1.124 -0.226
C -4.289 1.058 -1.800 -0.215
As -2.410 -0.936 0.484 0.655
Si -2.538 -2.606 -1.191 0.200
C -2.282 -4.289 -0.401 -0.246
C -4.192 -2.690 -2.066 -0.223
C -1.256 -2.272 -2.507 -0.248
H -6.663 -0.204 -0.269 0.037
H -6.056 -0.579 1.353 0.032
H -5.662 -1.633 0.000 -0.003
H -5.363 2.085 1.446 0.035
H -3.986 2.826 0.637 0.013
H -3.728 1.754 2.020 0.020
H -4.924 1.945 -1.879 0.041
H -4.680 0.308 -2.489 0.013
H -3.287 1.323 -2.142 0.002
H -3.231 -4.824 -0.324 0.031
H -1.861 -4.208 0.603 -0.008
H -1.600 -4.894 -1.005 0.009
H -4.963 -3.137 -1.435 0.023
H -4.085 -3.319 -2.956 0.040
H -4.552 -1.714 -2.390 -0.002
H -0.295 -2.024 -2.057 -0.040
H -1.568 -1.436 -3.141 0.030
H -1.121 -3.156 -3.138 0.037
C 1.258 -6.331 0.241 -0.359
Sb 1.295 -4.189 0.055 1.263
C 3.357 -4.032 0.650 -0.348
C 0.527 -3.805 2.031 -0.343
H 1.629 -6.625 1.224 0.003
H 1.892 -6.770 -0.529 -0.006
H 0.242 -6.706 0.110 -0.011
H 3.584 -4.819 1.370 0.002
H 3.533 -3.057 1.106 -0.009
H 4.012 -4.139 -0.215 -0.006
H -0.165 -4.594 2.327 0.007
H 0.007 -2.848 2.046 -0.055
H 1.354 -3.765 2.738 0.000
F -1.873 -0.660 7.852 0.133
C -1.255 -0.510 6.683 -0.138
C -0.347 -1.456 6.251 -0.142
F -0.109 -2.532 7.002 0.126
C 0.318 -1.274 5.052 -0.255
F 1.205 -2.202 4.696 0.077
C 0.095 -0.159 4.252 -0.465
Se 1.163 0.168 2.711 0.759
C -0.845 0.758 4.703 -0.249
F -1.121 1.851 3.981 0.069
C -1.514 0.599 5.901 -0.144
F -2.396 1.511 6.315 0.122
```

- Gap between HOMO and LUMO (spin up / spin down): 6.0 / 6.3 eV
- Highest occupied orbital energy (spin up / spin down): -7.22 / -7.15 eV

Calculated electronic energy in order - -3506.51488; -3727.28567; -7730.48152 hartree